No. 1
The following is a DFT calculation (wB97M-V/def2-TZVPD) of a molecular structure, C19H18BrN5O6S2V at a distorted geometry.

ORCA input file:
```
! RIJCOSX wB97M-V def2-TZVPD def2/J DEFGRID3
* xyz 1 3
V 0.073 0.972 0.419
O -1.903 3.620 1.229
S -0.884 2.737 1.975
O -0.916 3.001 3.366
O 0.412 2.931 1.320
O -1.258 1.311 1.689
N -1.135 -2.569 -1.337
C -2.344 -2.286 -1.976
C -2.753 -3.071 -3.045
C -3.946 -2.787 -3.685
C -4.709 -1.706 -3.278
C -4.290 -0.907 -2.224
C -3.112 -1.201 -1.557
S -2.587 -0.227 -0.155
N -0.914 -0.540 -0.137
C -0.444 -1.672 -0.600
C 0.944 -2.005 -0.288
C 1.344 -3.321 -0.030
C 2.670 -3.551 0.285
C 3.551 -2.477 0.289
C 3.055 -1.205 0.036
N 1.776 -0.965 -0.219
H -0.605 -3.336 -1.732
H -2.140 -3.898 -3.368
H -4.276 -3.409 -4.500
H -5.634 -1.479 -3.783
H -4.877 -0.063 -1.903
H 0.631 -4.132 -0.045
H 3.004 -4.549 0.517
H 4.600 -2.628 0.486
H 3.712 -0.348 0.026
N -0.972 4.698 -0.996
C 0.243 4.013 -1.425
C 0.074 2.526 -1.146
O -1.066 2.052 -1.020
O 1.077 1.776 -0.997
H -0.840 5.701 -0.943
H -1.544 4.045 0.362
H -1.746 4.498 -1.622
H 1.094 4.368 -0.839
H 0.478 4.147 -2.493
Br 4.478 -0.319 5.110
C 3.141 0.015 3.828
C 3.369 0.922 2.795
C 2.395 1.086 1.834
N 1.240 0.412 1.847
C 1.008 -0.430 2.853
C 1.928 -0.667 3.859
H 4.291 1.477 2.738
H 2.544 1.762 0.999
H 0.055 -0.951 2.833
H 1.713 -1.370 4.649
*
```

The orbital gap (spin up / spin down) comes out at 7.180 / 7.078 eV. The calculation puts the LUMO energy (spin up / spin down) at -3.40 / -3.64 eV. Its energy above the lowest of the compared OMol25 structures with the same formula, charge and spin is 19.25 kcal per mole. The value obtained for the total energy is -157128.648 eV.


No. 2
The following is a DFT calculation (wB97M-V/def2-TZVPD) of a molecular structure, C45H59N6O3P3SiV at a distorted geometry.

ORCA input file:
```
! RIJCOSX wB97M-V def2-TZVPD def2/J DEFGRID3
* xyz 1 3
V -0.291 -0.733 -0.120
C 1.066 -2.154 -2.145
P 1.002 -0.288 -2.187
C 0.209 0.167 -3.768
C -0.200 1.493 -3.914
C -0.672 1.964 -5.129
C -0.756 1.101 -6.214
C -0.386 -0.228 -6.069
C 0.097 -0.694 -4.854
C 2.751 0.103 -2.614
C 3.050 1.210 -3.410
C 4.347 1.444 -3.837
C 5.370 0.582 -3.472
C 5.090 -0.490 -2.640
C 3.795 -0.723 -2.202
C 1.591 -2.402 -0.746
C 2.516 -3.264 -0.216
C 2.962 -2.689 1.011
C 2.268 -1.517 1.205
C 2.437 -0.422 2.209
P 2.948 1.143 1.277
C 4.670 1.274 1.927
C 5.685 0.791 1.103
C 6.999 0.751 1.548
C 7.314 1.194 2.822
C 6.312 1.692 3.645
C 4.999 1.733 3.202
C 2.096 2.486 2.195
C 1.613 2.434 3.501
C 1.026 3.550 4.082
C 0.913 4.733 3.366
C 1.393 4.800 2.065
C 1.973 3.682 1.484
N 1.428 -1.341 0.135
H 0.059 -2.539 -2.338
H 1.743 -2.565 -2.894
H -0.134 2.168 -3.066
H -0.971 2.999 -5.230
H -1.111 1.465 -7.169
H -0.454 -0.900 -6.915
H 0.407 -1.729 -4.766
H 2.269 1.888 -3.722
H 4.555 2.297 -4.469
H 6.375 0.743 -3.837
H 5.886 -1.156 -2.329
H 3.610 -1.558 -1.540
H 2.881 -4.178 -0.660
H 3.696 -3.117 1.677
H 1.503 -0.222 2.743
H 3.211 -0.694 2.923
H 5.435 0.448 0.106
H 7.780 0.376 0.897
H 8.336 1.159 3.176
H 6.552 2.050 4.638
H 4.234 2.134 3.853
H 1.694 1.516 4.075
H 0.679 3.504 5.107
H 0.445 5.598 3.817
H 1.316 5.723 1.504
H 2.348 3.727 0.467
C -4.622 -1.580 -3.779
N -3.666 -0.677 -3.155
C -3.469 0.571 -3.886
P -3.297 -0.702 -1.550
O -1.879 -0.215 -1.361
N -4.332 0.292 -0.745
C -4.101 0.609 0.659
C -5.684 0.570 -1.204
N -3.510 -2.256 -1.069
C -4.598 -2.719 -0.224
C -2.568 -3.261 -1.555
H -4.209 -1.949 -4.721
H -5.565 -1.072 -4.004
H -4.828 -2.429 -3.133
H -3.069 0.357 -4.878
H -2.753 1.194 -3.356
H -4.409 1.122 -4.000
H -3.115 0.264 0.961
H -4.848 0.127 1.297
H -4.167 1.688 0.818
H -5.788 0.316 -2.255
H -5.896 1.634 -1.084
H -6.433 0.010 -0.634
H -5.321 -1.920 -0.072
H -4.238 -3.043 0.755
H -5.110 -3.560 -0.699
H -2.183 -2.960 -2.531
H -3.086 -4.213 -1.684
H -1.740 -3.417 -0.859
N -1.072 1.032 5.100
C -1.744 1.924 4.331
O -2.602 2.662 4.763
C -1.364 1.966 2.876
C -1.598 3.142 2.171
C -1.240 3.200 0.836
C -0.694 2.081 0.240
N -0.540 0.918 0.889
C -0.840 0.884 2.200
H -1.287 0.997 6.082
H -0.308 0.477 4.759
H -2.046 3.983 2.683
H -1.367 4.108 0.264
H -0.380 2.085 -0.794
H -0.707 -0.077 2.673
C -0.004 -2.755 3.592
Si -1.457 -2.744 2.391
C -2.985 -2.061 3.271
C -1.741 -4.535 1.891
O -1.109 -1.774 1.126
H -0.179 -3.490 4.381
H 0.167 -1.789 4.077
H 0.915 -3.026 3.070
H -3.577 -2.873 3.699
H -3.627 -1.498 2.592
H -2.709 -1.392 4.091
H -2.057 -5.108 2.765
H -0.813 -4.977 1.519
H -2.506 -4.658 1.123
*
```

The orbital gap (spin up / spin down) comes out at 7.533 / 7.339 eV. The calculation puts the LUMO energy (spin up / spin down) at -2.47 / -2.69 eV. Its energy above the lowest of the compared OMol25 structures with the same formula, charge and spin is 31.54 kcal per mole. The value obtained for the total energy is -124139.406 eV.


No. 3
The following is a DFT calculation (wB97M-V/def2-TZVPD) of 2 unconnected molecules or ions with the total composition C2H3Cl at a distorted geometry.

ORCA input file:
```
! RIJCOSX wB97M-V def2-TZVPD def2/J DEFGRID3
* xyz 0 1
C 0.604 0.456 -0.007
C -0.559 0.371 -0.144
Cl -4.336 -0.129 0.053
H -5.467 -0.410 0.561
H 1.700 0.341 0.213
H -1.398 0.187 -0.827
*
```

The orbital gap comes out at 11.653 eV. As for the SMILES: C#C.Cl. The calculation puts the LUMO energy at 0.83 eV. Its energy above the lowest of the compared OMol25 structures with the same formula, charge and spin is 43.06 kcal per mole. The value obtained for the total energy is -14642.444 eV.